Formula: C14H17NZn
Source: the Open Molecules 2025 dataset
Level of theory: wB97M-V/def2-TZVPD

```
33
Properties=species:S:1:pos:R:3
C -0.584 1.095 -3.279
C 0.801 1.036 -2.932
C 0.987 1.841 -1.749
C -0.285 2.395 -1.398
C -1.249 1.905 -2.315
Zn 0.560 -0.417 -0.970
N -1.305 -1.022 -0.586
C -0.065 -2.171 -1.530
C 1.350 -2.027 -1.833
H 1.952 2.100 -1.309
H 1.603 0.581 -3.516
H -0.462 3.115 -0.598
H -2.308 2.158 -2.318
H -1.032 0.652 -4.168
H 1.603 -1.911 -2.881
H -0.170 -3.055 -0.879
H -1.909 -0.806 -1.400
H 2.034 -2.583 -1.202
H -0.618 -2.331 -2.469
C 1.416 0.243 0.833
C 0.480 0.057 1.934
C 0.605 -1.050 2.811
C -0.274 -1.209 3.878
C -1.313 -0.288 4.085
C -1.470 0.792 3.202
C -0.586 0.966 2.140
H 1.691 1.293 0.678
H 2.292 -0.417 0.883
H 1.410 -1.767 2.627
H -0.151 -2.056 4.556
H -1.998 -0.413 4.925
H -2.287 1.503 3.346
H -0.716 1.789 1.433
```

## Properties
Lowest unoccupied orbital energy ... 5.348 eV
Kohn-Sham gap ... 4.15 eV
HOMO ... 1.2 eV
Charge ... -2
Electronic energy ... -2377.510687 hartree

natural (NBO) population analysis, charges in e, atoms 1 to 8: -0.370, -0.426, -0.422, -0.357, -0.329, 1.623, -1.256, -0.475